Entry 1:
C17H11N5O6W | the ωB97M-V functional and the def2-TZVPD basis

Results
DFT total energy in a.u.: -1446.16259
2S+1: 3
Total charge: +2
Frontier orbital gap (alpha / beta) in eV: 7.83 / 6.56
Highest occupied orbital energy (alpha / beta) in eV: -15.8 / -16.0

Element x y z (Å)
W  0.1380  0.5084  -0.4694
O  0.2644  1.8939  -2.1310
C  1.2143  2.2422  -1.3624
N  1.0529  2.5025  -0.0073
C  -0.1773  2.4126  0.6153
O  -1.2434  2.1411  -0.0195
C  -0.1248  1.8464  2.0195
C  -0.2618  2.3478  3.2877
C  -0.2642  1.4051  4.3215
C  -0.1357  0.0503  4.0504
C  0.0076  -0.3792  2.7388
N  0.0085  0.5243  1.7476
C  2.5293  1.5565  -1.6542
C  3.7325  1.8744  -2.2231
C  4.6516  0.8249  -2.3280
C  4.3386  -0.4471  -1.8728
C  3.0965  -0.6908  -1.3035
N  2.2161  0.3142  -1.2082
H  -0.3635  3.4060  3.4761
H  -0.3689  1.7375  5.3456
H  -0.1426  -0.6774  4.8493
H  0.1346  -1.4190  2.4696
H  3.9547  2.8732  -2.5682
H  5.6209  1.0096  -2.7718
H  5.0498  -1.2559  -1.9579
H  2.7857  -1.6561  -0.9291
O  -3.5282  -4.1629  -0.2315
C  -4.1357  -3.0376  -0.5887
O  -5.3195  -2.9137  -0.6452
C  -3.2680  -1.8577  -0.9484
C  -3.8035  -0.6744  -1.4678
N  -2.8088  0.1976  -1.6328
N  -1.6300  -0.3424  -1.2579
C  -1.9168  -1.5854  -0.8306
C  -0.7307  -2.2880  -0.3024
O  -0.6841  -3.4271  0.0409
O  0.3319  -1.4387  -0.2575
H  -2.5572  -4.1079  -0.2394
H  -4.8223  -0.4380  -1.7335
H  -2.8410  1.1307  -2.0206

Entry 2:
C6H4O | the ωB97M-V functional and the def2-TZVPD basis

Results
DFT total energy in a.u.: -306.10031
Total charge: 0
Frontier orbital gap in eV: 9.08
Highest occupied orbital energy in eV: -9.0
Energy above the lowest of the compared OMol25 structures with the same formula, charge and spin in kcal/mol: 69.8

Element x y z (Å)
C  3.1544  0.4657  0.5620
C  1.9725  0.0566  0.2498
C  0.5312  0.0235  0.3514
C  -0.4221  0.9839  0.2223
C  -1.6196  0.2948  -0.1459
C  -1.3023  -1.0239  -0.1745
O  -0.0023  -1.2088  0.1349
H  2.3621  -0.4535  -0.6692
H  -0.2694  2.0504  0.3163
H  -2.5613  0.7371  -0.4328
H  -1.8432  -1.9258  -0.4143

Entry 3:
C3H8O3 | the ωB97M-V functional and the def2-TZVPD basis

Results
DFT total energy in a.u.: -344.72436
Total charge: 0
Frontier orbital gap in eV: 10.42
SMILES string: [H][H].O=CCO.C=O
Highest occupied orbital energy in eV: -10.3
Energy above the lowest of the compared OMol25 structures with the same formula, charge and spin in kcal/mol: 77.8

Element x y z (Å)
O  -0.2136  -2.2454  -1.3206
C  0.0994  -1.0986  -1.5009
C  0.7039  0.4191  0.8499
O  -0.0252  -0.1106  1.6587
C  0.2168  1.6184  0.0718
O  -1.1770  1.6761  0.0522
H  -0.8981  -2.4880  0.7892
H  1.1606  -0.8076  -1.6478
H  -0.6363  -0.2731  -1.5211
H  1.7496  0.0877  0.7130
H  -0.7642  -2.0781  1.3934
H  0.6702  2.4877  0.5801
H  0.5943  1.6201  -0.9569
H  -1.4804  1.1924  0.8390